(1)
DFT (wB97M-V/def2-TZVPD) results for a cluster of 10 separate species, C57H143N9O19 in total.

```
! RIJCOSX wB97M-V def2-TZVPD def2/J DEFGRID3
* xyz 1 2
C 8.31 -8.37 -12.72
C 8.97 -9.73 -13.00
C 8.64 -10.33 -14.36
O 10.35 -9.53 -12.96
H 7.26 -8.42 -12.46
H 8.44 -7.73 -13.60
H 8.74 -7.84 -11.87
H 8.74 -10.44 -12.20
H 7.55 -10.38 -14.37
H 9.00 -11.35 -14.52
H 9.01 -9.76 -15.21
H 10.53 -9.27 -12.06
C 7.19 -4.56 -10.28
O 8.32 -4.04 -10.81
C 9.11 -5.13 -11.36
C 10.30 -4.66 -12.25
N 11.36 -4.16 -11.35
C 12.57 -3.85 -12.14
C 13.51 -2.98 -11.31
O 12.87 -1.70 -11.05
C 13.63 -0.71 -10.38
H 7.37 -5.33 -9.52
H 6.50 -4.88 -11.06
H 6.69 -3.74 -9.77
H 8.47 -5.58 -12.11
H 9.46 -5.87 -10.64
H 10.06 -3.93 -13.02
H 10.75 -5.50 -12.79
H 11.13 -3.24 -10.99
H 12.28 -3.23 -12.99
H 13.02 -4.76 -12.54
H 14.45 -2.89 -11.86
H 13.61 -3.43 -10.33
H 13.77 -0.92 -9.32
H 13.17 0.27 -10.35
H 14.58 -0.63 -10.91
C 4.48 -6.82 -9.97
O 5.71 -7.45 -10.15
C 6.27 -7.90 -8.92
C 7.54 -8.70 -9.24
N 8.03 -9.43 -8.04
C 9.30 -10.14 -8.35
C 10.62 -9.39 -8.70
O 10.67 -8.88 -10.08
C 11.72 -7.91 -10.28
H 4.47 -5.87 -9.43
H 3.78 -7.55 -9.56
H 4.15 -6.48 -10.95
H 5.53 -8.47 -8.37
H 6.43 -7.06 -8.24
H 8.31 -8.06 -9.65
H 7.29 -9.31 -10.11
H 7.31 -10.05 -7.69
H 9.14 -10.88 -9.14
H 9.46 -10.73 -7.45
H 11.44 -10.06 -8.47
H 10.70 -8.49 -8.10
H 11.49 -6.98 -9.75
H 11.67 -7.70 -11.35
H 12.71 -8.19 -9.95
C 4.44 -10.27 -13.03
O 3.09 -10.68 -12.64
C 2.24 -9.55 -12.44
C 0.83 -9.97 -12.12
N 0.34 -10.77 -13.27
C -0.86 -11.49 -12.82
C -1.27 -12.49 -13.86
O -0.55 -13.72 -13.66
C -1.02 -14.85 -14.37
H 5.19 -11.05 -13.19
H 4.92 -9.70 -12.24
H 4.45 -9.63 -13.91
H 2.19 -8.98 -13.37
H 2.51 -8.99 -11.55
H 0.21 -9.13 -11.81
H 0.85 -10.50 -11.16
H 1.00 -11.49 -13.53
H -1.65 -10.76 -12.66
H -0.64 -11.97 -11.86
H -1.12 -11.98 -14.82
H -2.32 -12.74 -13.95
H -1.00 -14.75 -15.46
H -2.03 -15.10 -14.04
H -0.43 -15.76 -14.27
C 13.96 -10.96 -13.36
O 13.83 -11.82 -12.28
C 13.12 -11.38 -11.14
C 14.07 -10.49 -10.26
N 15.12 -11.33 -9.69
C 16.13 -10.50 -9.00
C 17.44 -11.29 -8.64
O 18.01 -11.88 -9.82
C 18.97 -12.84 -9.57
H 12.99 -10.65 -13.75
H 14.36 -11.59 -14.15
H 14.62 -10.11 -13.15
H 12.83 -12.20 -10.48
H 12.22 -10.89 -11.50
H 13.48 -10.09 -9.43
H 14.51 -9.67 -10.82
H 15.67 -11.74 -10.43
H 15.67 -10.04 -8.13
H 16.47 -9.73 -9.70
H 17.31 -11.96 -7.79
H 18.23 -10.58 -8.39
H 19.11 -13.33 -10.53
H 18.53 -13.52 -8.84
H 19.92 -12.39 -9.25
C 1.55 -12.92 -16.40
O 2.50 -12.59 -17.35
C 3.57 -13.51 -17.55
C 4.64 -12.99 -18.58
N 5.50 -11.88 -18.23
C 6.26 -12.11 -17.02
C 7.21 -13.36 -17.21
O 8.02 -13.43 -16.03
C 9.01 -14.47 -16.12
H 2.02 -13.49 -15.60
H 0.78 -13.49 -16.92
H 1.10 -12.04 -15.94
H 3.21 -14.45 -17.96
H 4.02 -13.79 -16.60
H 4.08 -12.86 -19.51
H 5.36 -13.74 -18.90
H 5.11 -10.95 -18.23
H 5.65 -12.24 -16.12
H 6.90 -11.25 -16.79
H 7.81 -13.43 -18.11
H 6.62 -14.27 -17.12
H 9.84 -14.33 -16.82
H 8.63 -15.47 -16.33
H 9.49 -14.54 -15.14
C 10.28 -13.08 -12.33
O 9.36 -14.09 -12.12
C 8.00 -13.69 -12.19
C 7.11 -14.95 -12.28
N 7.13 -15.81 -11.10
C 6.37 -16.96 -11.46
C 6.55 -18.02 -10.35
O 7.96 -18.17 -10.12
C 8.15 -19.18 -9.12
H 11.27 -13.54 -12.35
H 10.16 -12.30 -11.58
H 10.10 -12.77 -13.36
H 7.79 -13.06 -13.06
H 7.81 -13.15 -11.27
H 7.41 -15.52 -13.16
H 6.10 -14.63 -12.54
H 8.07 -16.08 -10.83
H 6.56 -17.37 -12.45
H 5.32 -16.67 -11.39
H 6.02 -18.92 -10.64
H 6.15 -17.63 -9.41
H 7.64 -20.11 -9.37
H 7.74 -18.90 -8.15
H 9.20 -19.35 -8.88
C 13.96 -3.65 -20.40
O 14.53 -4.71 -19.67
C 15.81 -4.35 -19.09
C 16.42 -5.46 -18.19
N 15.60 -5.57 -16.97
C 15.73 -6.81 -16.15
C 14.72 -6.78 -15.04
O 13.37 -6.66 -15.44
C 12.37 -7.11 -14.49
H 14.65 -3.26 -21.15
H 13.70 -2.92 -19.63
H 13.12 -4.13 -20.90
H 15.77 -3.44 -18.49
H 16.57 -4.24 -19.87
H 17.38 -5.09 -17.82
H 16.46 -6.45 -18.65
H 14.61 -5.50 -17.14
H 16.75 -6.87 -15.75
H 15.55 -7.73 -16.70
H 14.93 -5.95 -14.37
H 14.91 -7.69 -14.48
H 12.34 -8.20 -14.51
H 11.33 -6.85 -14.72
H 12.60 -6.68 -13.51
C 0.96 -9.10 -20.47
O 1.90 -8.87 -19.35
C 2.29 -10.05 -18.72
C 3.27 -9.64 -17.54
N 4.55 -9.15 -17.98
C 5.33 -8.45 -16.96
C 6.66 -8.08 -17.65
O 7.42 -7.39 -16.68
C 8.70 -7.06 -17.18
H -0.01 -8.73 -20.15
H 1.04 -10.12 -20.86
H 1.26 -8.44 -21.28
H 2.82 -10.75 -19.36
H 1.40 -10.54 -18.32
H 3.42 -10.46 -16.83
H 2.80 -8.91 -16.88
H 4.24 -8.39 -18.56
H 5.56 -9.19 -16.20
H 4.86 -7.55 -16.56
H 6.49 -7.35 -18.45
H 7.10 -9.01 -18.02
H 9.26 -6.66 -16.34
H 8.67 -6.41 -18.05
H 9.16 -7.99 -17.51
C -2.98 -3.26 -14.02
O -1.72 -2.97 -13.50
C -0.70 -3.78 -14.06
C 0.62 -3.25 -13.54
N 1.86 -3.93 -14.00
C 1.93 -5.35 -13.75
C 3.28 -5.89 -14.29
O 4.23 -5.98 -13.21
C 5.54 -6.45 -13.56
H -2.93 -3.21 -15.11
H -3.71 -2.52 -13.69
H -3.35 -4.25 -13.77
H -0.64 -3.71 -15.14
H -0.84 -4.82 -13.77
H 0.65 -3.35 -12.46
H 0.72 -2.19 -13.79
H 2.60 -3.52 -13.44
H 1.12 -5.95 -14.17
H 1.93 -5.52 -12.68
H 3.70 -5.40 -15.17
H 3.01 -6.90 -14.58
H 5.96 -5.81 -14.34
H 5.56 -7.51 -13.81
H 6.16 -6.34 -12.67
*
```

Summary:
expectation value of S² = 0.75

Atom charges from the Mulliken analysis, given in e for atoms 1 to 5: 0.85 1.48 -1.09 -0.01 -0.70

---

(2)
DFT (wB97M-V/def2-TZVPD) results for an isolated molecule of C3H7N3O.

```
! RIJCOSX wB97M-V def2-TZVPD def2/J DEFGRID3
* xyz 0 1
C 0.01 -0.23 -0.40
C -0.21 1.02 0.32
N 0.64 -2.44 -0.36
N -0.11 0.86 1.75
C -0.51 2.17 -0.29
O -0.33 -0.24 -1.72
N 0.47 -1.22 0.26
H 0.09 -1.01 -2.14
H -0.13 -2.73 -0.97
H 0.81 -3.15 0.35
H 0.27 1.67 2.23
H 0.30 0.00 2.07
H -0.73 2.20 -1.34
H -0.57 3.10 0.26
*
```

Summary:
energy relative to the best compared isomer or geometry (same formula, charge and spin) = 2.0960 eV
SMILES string = C=C(N)/C(O)=N/N

Atom charges from the Mulliken analysis, given in e for atoms 1 to 5: 0.49 0.50 -0.71 -0.52 -0.98

---

(3)
DFT (wB97M-V/def2-TZVPD) results for a cluster of 2 separate species, C3H13N2OS in total.

```
! RIJCOSX wB97M-V def2-TZVPD def2/J DEFGRID3
* xyz 1 1
N 1.16 -0.17 -0.40
C -0.22 -0.77 -0.81
C -0.85 -1.28 0.49
S -1.05 0.21 1.55
C -1.03 0.26 -1.55
N 0.00 0.66 -2.61
H 1.30 -0.43 0.59
H 1.89 -0.53 -0.99
H 1.27 0.76 -0.40
H 0.04 -1.64 -1.49
H -1.78 -1.85 0.30
H -0.10 -1.97 0.95
H -1.99 0.84 0.78
H -1.40 1.18 -0.98
H -2.02 -0.23 -1.89
H -0.27 1.58 -2.91
H 0.00 0.17 -3.59
H 3.18 0.67 2.27
H 2.09 1.49 1.77
O 2.38 0.49 1.64
*
```

Summary:
energy relative to the best compared isomer or geometry (same formula, charge and spin) = 1.7581 eV

Atom charges from the Mulliken analysis, given in e for atoms 1 to 5: -0.20 0.09 -0.90 -0.12 -0.70

---

(4)
DFT (wB97M-V/def2-TZVPD) results for a structure of composition C5H7NO.

```
! RIJCOSX wB97M-V def2-TZVPD def2/J DEFGRID3
* xyz 0 1
C -1.76 0.13 0.43
N -0.34 -0.08 0.21
C 0.26 -1.24 -0.14
C 1.65 -0.86 -0.45
C 1.87 0.54 -0.27
C 0.62 0.93 0.13
O 0.14 2.16 0.43
H -2.17 0.79 -0.33
H -1.90 0.60 1.41
H -2.28 -0.83 0.41
H -0.23 -2.20 -0.09
H 2.40 -1.63 -0.62
H 0.83 -1.06 -1.39
H 0.91 2.74 0.29
*
```

Summary:
energy relative to the best compared isomer or geometry (same formula, charge and spin) = 4.2695 eV

Atom charges from the Mulliken analysis, given in e for atoms 1 to 5: -0.82 0.16 -0.30 -0.40 -1.17

---

(5)
DFT (wB97M-V/def2-TZVPD) results for a structure of composition C20H18B2F4IrN8O4Se.

```
! RIJCOSX wB97M-V def2-TZVPD def2/J DEFGRID3
* xyz 4 2
Ir -0.24 -1.34 0.18
C -1.98 -5.17 -0.87
C -1.73 -3.78 -0.52
N -0.42 -3.30 -0.33
O 0.50 -4.11 -0.46
B 2.33 -3.31 1.09
F 2.98 -4.42 1.03
F 1.36 -3.08 1.96
O 2.60 -2.34 0.10
N 1.84 -1.21 0.12
C 2.48 -0.13 -0.13
C 3.93 -0.13 -0.52
C 1.69 1.22 -0.05
N -0.43 0.80 0.12
O -1.69 1.34 0.14
B -2.68 0.56 1.01
F -1.99 0.11 2.13
F -3.74 1.33 1.20
O -3.12 -0.67 0.18
N -2.26 -1.62 0.05
C -2.75 -2.81 -0.32
C -4.20 -3.11 -0.49
C 2.65 2.43 -0.13
H -1.09 -5.78 -0.85
H -2.43 -5.20 -1.88
H -2.75 -5.58 -0.20
H 4.28 -1.13 -0.75
H 4.55 0.27 0.28
H 4.08 0.51 -1.40
H -4.82 -2.24 -0.34
H -4.48 -3.88 0.24
H -4.38 -3.52 -1.48
H 3.69 2.11 -0.09
H 2.53 3.12 0.71
H 2.55 3.00 -1.05
Se -0.68 6.04 0.05
N -0.30 4.89 1.35
C -0.05 3.73 0.79
C 0.28 2.62 1.68
C 0.28 2.83 3.05
C 0.46 1.75 3.87
C 0.63 0.38 3.33
N 0.68 0.18 2.07
C 0.58 1.26 1.14
C 0.40 1.21 -1.05
N 0.36 0.10 -1.95
C 0.18 0.31 -3.20
C -0.01 1.67 -3.75
C -0.09 2.76 -2.94
C 0.06 2.58 -1.56
C -0.14 3.71 -0.67
N -0.46 4.85 -1.24
H 0.09 3.82 3.46
H 0.43 1.87 4.95
H 0.68 -0.47 4.00
H 0.14 -0.54 -3.87
H -0.13 1.78 -4.83
H -0.28 3.75 -3.34
*
```

Summary:
energy relative to the best compared isomer or geometry (same formula, charge and spin) = 5.9564 eV
expectation value of S² = 1.00

Atom charges from the Mulliken analysis, given in e for atoms 1 to 5: 0.46 -1.45 0.39 0.84 -0.48

---

Number 1: E_tot -113717.93820 eV. Number 2: E_tot -9740.93733 eV. Number 3: E_tot -19177.20768 eV. Number 4: E_tot -8831.93334 eV. Number 5: E_tot -121505.43720 eV.